# 1
Entry from OMol25: an isolated ion of composition C2H7IN3S and charge +1 in a non-equilibrium geometry (ωB97M-V/def2-TZVPD).

Structure (XYZ):
```
14
Properties=species:S:1:pos:R:3
C 1.010 -1.371 0.857
C -1.999 0.643 0.490
N -1.059 -0.215 0.408
N 1.635 -0.412 -1.810
N -1.870 1.967 0.671
S 0.538 0.218 0.708
I 1.769 -2.344 -1.392
H 0.162 -1.965 1.032
H 1.988 -0.279 -2.750
H 1.931 -1.545 1.464
H -3.038 0.152 0.271
H 2.282 0.025 -1.178
H -0.915 2.374 0.765
H -2.434 2.752 0.467
```

Computed properties:
HOMO in eV: -12.9
Molecular weight in g/mol: 232.07
Total charge: +1
Total energy in Eh: -940.200516
HOMO-LUMO gap in eV: 7.8
Energy above the lowest of the compared OMol25 structures with the same formula, charge and spin in kJ/mol: 20.6

=====

# 2
Entry from OMol25: a 2-piece molecular cluster, FOPS overall in a non-equilibrium geometry (ωB97M-V/def2-TZVPD).

Structure (XYZ):
```
4
Properties=species:S:1:pos:R:3
O 1.753 -0.748 -1.695
F -2.105 0.116 1.773
P -1.482 0.657 0.341
S 1.834 -0.025 -0.419
```

Computed properties:
HOMO (alpha / beta) in eV: -8.2 / -7.8
Molecular weight in g/mol: 98.04
Total energy in Eh: -914.498104
HOMO-LUMO gap (alpha / beta) in eV: 5.4 / 5.4
2S+1: 3

=====

# 3
Entry from OMol25: C14H17N3ReS as an isolated structure in a non-equilibrium geometry (ωB97M-V/def2-TZVPD).

Structure (XYZ):
```
36
Properties=species:S:1:pos:R:3
C 1.129 -2.054 1.746
C 1.881 -0.797 2.004
H 0.068 -1.948 1.898
H 1.475 -2.833 2.458
H 1.358 -2.408 0.750
H 1.933 0.180 1.470
H 1.618 -0.461 3.007
H 2.865 -1.132 1.742
C -2.193 -1.423 -1.498
C -3.133 -1.629 -2.484
C -3.293 -0.754 -3.562
C -2.499 0.365 -3.629
H -2.021 -2.071 -0.637
H -3.764 -2.514 -2.415
H -4.035 -0.932 -4.347
H -2.540 1.118 -4.431
N -1.387 -0.305 -1.583
C -1.573 0.600 -2.632
C -0.734 1.732 -2.554
N 0.075 1.757 -1.417
C 0.928 2.811 -1.145
C 0.186 3.824 -3.239
C 0.972 3.838 -2.068
H 1.499 2.765 -0.209
H 1.644 4.667 -1.879
C -0.670 2.766 -3.466
H -1.316 2.652 -4.342
H 0.241 4.631 -3.971
Re -0.015 0.215 -0.469
C 1.657 -0.740 -1.360
H 2.282 0.081 -1.771
H 1.213 -1.322 -2.194
H 2.329 -1.423 -0.789
S -1.176 0.975 1.487
C -1.155 0.109 2.938
N -1.138 -0.450 3.966
```

Computed properties:
HOMO (alpha / beta) in eV: -15.2 / -16.2
Molecular weight in g/mol: 445.58
Total charge: +2
Total energy in Eh: -1183.642540
HOMO-LUMO gap (alpha / beta) in eV: 6.6 / 6.4
Energy above the lowest of the compared OMol25 structures with the same formula, charge and spin in kJ/mol: 0.0
2S+1: 4

=====

# 4
Entry from OMol25: C24H33ClN7SV as an isolated structure in a non-equilibrium geometry (ωB97M-V/def2-TZVPD).

Structure (XYZ):
```
67
Properties=species:S:1:pos:R:3
V -0.443 0.551 -0.051
C 2.502 -2.387 -0.544
C 1.734 -1.102 -0.504
N 0.593 -0.974 0.287
N 0.615 -1.579 1.535
C 0.699 -0.831 2.634
N 0.710 -1.469 3.830
S 0.786 0.852 2.562
C 2.054 0.077 -1.127
C 3.181 0.336 -1.981
C 3.505 1.612 -2.299
C 2.708 2.695 -1.806
C 1.591 2.402 -1.085
N 1.195 1.143 -0.780
H 2.969 -2.605 0.423
H 1.843 -3.226 -0.799
H 3.294 -2.339 -1.288
H 0.638 -2.586 1.602
H 0.509 -2.451 3.911
H 0.636 -0.890 4.644
H 3.770 -0.495 -2.344
H 4.360 1.818 -2.931
H 2.976 3.720 -2.017
H 0.939 3.201 -0.739
Cl 0.740 0.953 -8.143
C 0.244 0.449 -6.555
C 0.994 0.825 -5.450
C 0.578 0.433 -4.191
C -0.580 -0.321 -4.013
C -1.022 -0.712 -2.616
C -1.297 -0.706 -5.137
C -0.895 -0.322 -6.410
H 1.885 1.426 -5.572
H 1.152 0.730 -3.324
H -1.894 -1.376 -2.707
H -0.210 -1.306 -2.186
H -2.190 -1.311 -5.030
H -1.462 -0.613 -7.284
C -1.895 2.440 -2.980
C -2.317 1.352 -1.965
C -2.616 2.075 -0.639
C -3.608 0.684 -2.455
N -1.280 0.362 -1.664
H -2.606 3.269 -2.949
H -1.871 2.063 -3.999
H -0.902 2.819 -2.732
H -3.214 2.967 -0.818
H -1.671 2.394 -0.160
H -3.171 1.420 0.028
H -4.420 1.411 -2.507
H -3.899 -0.113 -1.767
H -3.470 0.257 -3.449
C -3.872 0.932 4.454
C -3.357 0.235 3.242
C -3.735 -0.946 2.640
C -2.882 -1.097 1.529
N -2.035 -0.080 1.464
N -2.348 0.725 2.497
C -2.841 -2.187 0.512
H -4.609 0.309 4.953
H -4.343 1.879 4.186
H -3.062 1.146 5.154
H -4.523 -1.612 2.950
H -1.718 1.475 2.729
H -3.608 -2.031 -0.250
H -3.025 -3.155 0.977
H -1.870 -2.180 0.014
```

Computed properties:
HOMO (alpha / beta) in eV: -5.2 / -5.4
Molecular weight in g/mol: 538.04
Total energy in Eh: -3120.004094
HOMO-LUMO gap (alpha / beta) in eV: 5.4 / 5.6
Energy above the lowest of the compared OMol25 structures with the same formula, charge and spin in kJ/mol: 18.5
2S+1: 3

=====

# 5
Entry from OMol25: CH4O3S in the gas phase in a non-equilibrium geometry (ωB97M-V/def2-TZVPD).

Structure (XYZ):
```
9
Properties=species:S:1:pos:R:3
C -0.074 0.001 -0.851
O -1.344 0.519 -0.919
O 0.371 -0.321 2.054
O -0.041 -1.273 -0.259
S -0.729 -1.321 1.326
H 0.553 0.696 -0.276
H 0.152 -0.017 -1.852
H -1.632 0.500 -0.061
H 1.174 -0.693 2.480
```

Computed properties:
HOMO in eV: -9.5
Structure (SMILES): OCOSO
Molecular weight in g/mol: 96.11
Total energy in Eh: -664.342243
HOMO-LUMO gap in eV: 9.7
Energy above the lowest of the compared OMol25 structures with the same formula, charge and spin in kJ/mol: 209.8

=====

# 6
Entry from OMol25: C3H9NO2 as an isolated structure in a non-equilibrium geometry (ωB97M-V/def2-TZVPD).

Structure (XYZ):
```
15
Properties=species:S:1:pos:R:3
C 0.660 0.288 0.138
C -2.211 -0.209 0.175
C 1.827 -0.664 0.106
N -0.884 -0.672 -0.168
O -0.051 0.550 -0.973
O 1.529 1.830 -0.398
H 0.929 2.579 -0.287
H -0.850 -1.436 -0.835
H 0.348 0.651 1.119
H -2.734 -0.990 0.734
H -2.803 0.060 -0.704
H -2.118 0.671 0.812
H 1.639 -1.520 0.753
H 2.716 -0.138 0.443
H 2.002 -0.998 -0.916
```

Computed properties:
HOMO (alpha / beta) in eV: -8.8 / -8.8
Molecular weight in g/mol: 91.11
Total energy in Eh: -324.748781
HOMO-LUMO gap (alpha / beta) in eV: 9.4 / 9.4
Energy above the lowest of the compared OMol25 structures with the same formula, charge and spin in kJ/mol: 587.7

=====

# 7
Entry from OMol25: C17H29NO2 in the gas phase in a non-equilibrium geometry (ωB97M-V/def2-TZVPD).

Structure (XYZ):
```
49
Properties=species:S:1:pos:R:3
C 2.202 1.554 -6.696
C 1.868 2.609 -5.648
C 0.663 2.240 -4.781
C 0.823 0.964 -3.951
C 1.942 1.055 -2.915
C 2.053 -0.197 -2.043
C 0.906 -0.349 -1.045
C 1.096 -1.570 -0.148
C -0.042 -1.724 0.858
C 0.140 -2.957 1.740
H 0.173 -3.852 1.117
C -0.998 -3.112 2.751
N -1.045 -2.013 3.683
C -2.089 -1.153 3.752
O -3.098 -1.296 3.082
C -1.912 -0.050 4.715
C -2.893 0.831 5.109
O -2.393 1.711 5.995
C -1.092 1.415 6.175
C -0.735 0.346 5.422
H 0.245 -0.084 5.373
H -0.538 2.031 6.855
C -4.322 0.930 4.730
H -4.535 1.916 4.319
H -4.956 0.785 5.604
H -4.539 0.170 3.986
H -0.224 -1.845 4.240
H -1.963 -3.122 2.239
H -0.879 -4.052 3.303
H 1.092 -2.888 2.275
H -0.992 -1.803 0.326
H -0.093 -0.832 1.486
H 2.044 -1.482 0.388
H 1.152 -2.468 -0.769
H -0.041 -0.447 -1.578
H 0.847 0.548 -0.425
H 2.992 -0.152 -1.486
H 2.094 -1.080 -2.684
H 2.894 1.199 -3.429
H 1.774 1.926 -2.277
H 1.010 0.115 -4.611
H -0.124 0.779 -3.441
H 0.454 3.073 -4.105
H -0.207 2.119 -5.432
H 1.643 3.551 -6.155
H 2.740 2.783 -5.016
H 2.992 1.913 -7.354
H 1.327 1.330 -7.303
H 2.545 0.634 -6.230
```

Computed properties:
HOMO in eV: -8.7
Structure (SMILES): CCCCCCCCCCCNC(=O)c1ccoc1C
Molecular weight in g/mol: 279.42
Total energy in Eh: -870.419370
HOMO-LUMO gap in eV: 9.5
Energy above the lowest of the compared OMol25 structures with the same formula, charge and spin in kJ/mol: 7.4

=====

# 8
Entry from OMol25: a 2-piece molecular cluster, C3H6N2O overall in a non-equilibrium geometry (ωB97M-V/def2-TZVPD).

Structure (XYZ):
```
12
Properties=species:S:1:pos:R:3
C -1.845 0.290 -0.643
N -0.522 -0.063 -0.193
C 0.512 -0.404 -1.006
N 1.686 -0.608 -0.542
C 1.782 0.514 1.761
O 2.892 0.418 1.983
H -2.055 1.358 -0.503
H -1.940 0.060 -1.709
H -2.606 -0.286 -0.104
H 0.236 -0.490 -2.065
H 2.363 -0.821 -1.265
H -0.239 0.187 0.747
```

Computed properties:
HOMO in eV: -8.8
Molecular weight in g/mol: 86.09
Total energy in Eh: -302.639528
HOMO-LUMO gap in eV: 9.8
Energy above the lowest of the compared OMol25 structures with the same formula, charge and spin in kJ/mol: 140.6

=====

# 9
Entry from OMol25: a 2-piece molecular cluster, C4H2NO4 overall in a non-equilibrium geometry (ωB97M-V/def2-TZVPD).

Structure (XYZ):
```
11
Properties=species:S:1:pos:R:3
C -0.595 1.842 -0.399
C -0.120 0.559 0.001
C -1.359 0.929 -1.358
C -0.453 -0.285 -1.079
N 1.750 -1.428 1.521
O -0.624 2.974 0.057
O -2.540 0.860 -1.661
O -0.222 -1.373 -1.556
O 1.121 -0.255 1.848
H 1.363 -2.281 2.073
H 1.679 -1.542 0.552
```

Computed properties:
HOMO (alpha / beta) in eV: -4.1 / -4.1
Molecular weight in g/mol: 128.06
Total charge: -1
Total energy in Eh: -509.175183
HOMO-LUMO gap (alpha / beta) in eV: 7.0 / 7.3
Energy above the lowest of the compared OMol25 structures with the same formula, charge and spin in kJ/mol: 528.4

=====

# 10
Entry from OMol25: a 19-piece molecular cluster, C42H129N7O26 overall in a non-equilibrium geometry (ωB97M-V/def2-TZVPD).

Structure (XYZ):
```
204
Properties=species:S:1:pos:R:3
C -3.679 -8.897 -0.454
O -4.323 -8.223 -1.495
C -3.518 -7.949 -2.634
C -2.538 -6.744 -2.486
N -3.262 -5.435 -2.185
C -2.421 -4.305 -2.260
C -3.250 -3.092 -1.916
O -3.839 -3.306 -0.650
C -4.477 -2.127 -0.225
H -2.803 -8.377 -0.095
H -3.393 -9.892 -0.731
H -4.393 -8.995 0.347
H -4.199 -7.629 -3.429
H -2.955 -8.806 -3.031
H -1.982 -6.530 -3.406
H -1.765 -6.926 -1.764
H -3.948 -5.545 -1.443
H -2.030 -4.193 -3.348
H -1.593 -4.390 -1.541
H -4.113 -2.914 -2.600
H -2.511 -2.202 -1.936
H -5.185 -1.720 -0.930
H -3.710 -1.367 0.006
H -5.040 -2.285 0.732
C -5.304 5.454 4.203
O -3.935 5.593 4.403
C -3.419 4.473 5.130
C -1.962 4.493 5.372
N -1.273 4.537 4.017
C 0.077 4.911 4.073
C 0.600 5.461 2.713
O 0.263 4.533 1.661
C 0.944 4.832 0.437
H -5.680 6.208 3.569
H -5.820 5.496 5.100
H -5.475 4.467 3.716
H -3.549 3.596 4.550
H -3.858 4.375 6.109
H -1.769 3.539 5.878
H -1.727 5.257 6.086
H -1.953 5.044 3.427
H 0.637 3.959 4.228
H 0.293 5.610 4.851
H 1.676 5.653 2.790
H 0.106 6.422 2.475
H 0.297 4.498 -0.342
H 1.860 4.283 0.321
H 1.078 5.899 0.429
C 0.124 -0.385 -7.305
O -0.805 -1.447 -7.423
C -1.732 -1.437 -6.375
C -2.860 -2.537 -6.604
N -2.321 -3.806 -6.866
C -3.285 -4.802 -7.298
C -2.585 -6.196 -7.350
O -1.688 -6.151 -8.463
C -1.522 -7.462 -8.910
H 0.808 -0.484 -6.450
H -0.426 0.528 -7.186
H 0.777 -0.415 -8.149
H -2.232 -0.518 -6.327
H -1.181 -1.532 -5.457
H -3.527 -2.086 -7.364
H -3.471 -2.582 -5.710
H -1.579 -3.858 -7.550
H -3.773 -4.507 -8.237
H -4.060 -4.949 -6.582
H -3.368 -6.983 -7.417
H -1.962 -6.457 -6.417
H -0.807 -7.448 -9.658
H -2.463 -7.976 -9.212
H -1.071 -8.057 -8.076
C 4.795 3.123 8.425
O 4.043 3.378 7.301
C 3.874 2.392 6.340
C 2.899 2.954 5.332
N 3.353 4.034 4.464
C 4.150 3.514 3.345
C 4.755 4.625 2.493
O 5.391 5.538 3.381
C 5.765 6.705 2.750
H 4.256 2.394 9.047
H 4.672 4.026 9.003
H 5.851 2.811 8.306
H 3.424 1.482 6.768
H 4.854 2.136 5.854
H 2.029 3.322 5.878
H 2.428 2.222 4.699
H 3.854 4.738 5.002
H 3.549 2.885 2.672
H 4.989 2.848 3.679
H 3.891 5.035 1.942
H 5.513 4.187 1.898
H 6.306 7.289 3.481
H 4.971 7.306 2.253
H 6.575 6.482 1.988
C 4.642 0.883 -3.858
O 3.887 -0.307 -3.669
C 4.828 -1.360 -3.361
C 5.165 -1.322 -1.902
N 4.054 -1.731 -1.110
C 3.789 -3.149 -1.018
C 2.624 -3.471 -0.136
O 1.429 -2.778 -0.607
C 0.425 -2.669 0.398
H 4.012 1.776 -4.128
H 5.343 0.739 -4.776
H 5.210 1.170 -2.971
H 5.686 -1.262 -4.028
H 4.275 -2.282 -3.475
H 5.491 -0.250 -1.605
H 6.097 -2.027 -1.777
H 4.052 -1.332 -0.201
H 4.689 -3.664 -0.604
H 3.617 -3.555 -2.005
H 2.842 -3.130 0.938
H 2.465 -4.528 -0.098
H 0.837 -2.048 1.260
H 0.129 -3.662 0.761
H -0.540 -2.172 0.067
C 3.229 -0.140 2.398
O 2.921 0.025 1.029
C 2.594 1.381 0.614
C 2.135 1.289 -0.824
N 0.898 0.570 -1.036
C -0.235 1.145 -0.298
C -1.492 0.867 -1.114
O -1.508 1.759 -2.218
C -2.261 1.207 -3.311
H 2.265 -0.260 2.956
H 3.851 0.695 2.823
H 3.820 -1.067 2.332
H 3.450 2.065 0.698
H 1.787 1.714 1.302
H 2.815 0.723 -1.439
H 2.074 2.296 -1.246
H 0.992 -0.370 -0.737
H -0.111 2.245 -0.224
H -0.309 0.651 0.699
H -2.497 1.025 -0.558
H -1.415 -0.121 -1.525
H -2.475 1.989 -4.024
H -3.251 0.940 -2.928
H -1.690 0.461 -3.923
C -3.942 3.861 -1.014
O -4.311 2.771 -0.253
C -4.234 3.026 1.153
C -4.305 1.683 1.919
N -5.665 1.209 2.032
C -5.849 0.144 3.047
C -6.735 0.493 4.209
O -6.238 1.708 4.725
C -7.000 2.159 5.806
H -4.570 4.744 -0.885
H -4.128 3.540 -2.002
H -2.955 4.206 -0.783
H -4.992 3.733 1.371
H -3.254 3.457 1.369
H -3.882 1.826 2.884
H -3.556 1.018 1.422
H -6.241 0.943 1.224
H -4.941 -0.248 3.398
H -6.315 -0.777 2.542
H -6.551 -0.326 4.982
H -7.805 0.533 3.949
H -6.824 3.164 6.011
H -6.662 1.606 6.695
H -8.057 1.926 5.644
O 0.126 -2.464 -3.053
H 0.461 -2.749 -2.239
H 0.492 -1.589 -3.231
O 5.722 -2.222 1.856
H 6.038 -2.694 2.635
H 6.503 -1.820 1.399
O -1.319 -0.760 3.090
H -1.353 0.196 3.161
H -2.061 -1.009 2.542
O 0.834 -2.809 -5.777
H 0.666 -2.944 -4.820
H 0.094 -3.304 -6.201
O 0.106 -1.918 5.537
H -0.455 -1.949 4.729
H 0.821 -2.495 5.280
O 7.526 -0.752 0.229
H 7.097 -1.124 -0.592
H 7.487 0.220 0.307
O 1.113 0.041 -3.825
H 2.077 -0.104 -3.789
H 0.855 0.683 -3.094
O -0.755 2.024 3.028
H -1.018 3.007 3.182
H 0.011 2.177 2.422
O 6.370 0.278 3.487
H 6.241 -0.572 3.108
H 7.024 0.914 3.126
O 0.196 3.852 -2.505
H -0.498 3.206 -2.299
H 0.361 3.806 -3.458
O 7.761 -3.188 4.315
H 7.411 -2.675 5.051
H 8.170 -3.919 4.761
O 0.650 2.557 -5.486
H 0.772 1.703 -5.055
H 0.489 2.425 -6.442
```

Computed properties:
HOMO in eV: -8.1
Molecular weight in g/mol: 1148.52
Total energy in Eh: -4016.759006
HOMO-LUMO gap in eV: 8.0
Energy above the lowest of the compared OMol25 structures with the same formula, charge and spin in kJ/mol: 106.4

=====

# 11
Entry from OMol25: a 5-piece molecular cluster, C10H25NO4S2 overall in a non-equilibrium geometry (ωB97M-V/def2-TZVPD).

Structure (XYZ):
```
42
Properties=species:S:1:pos:R:3
C 1.810 -2.295 2.520
O 1.493 -1.305 1.535
H 0.967 -2.467 3.188
H 2.006 -3.208 1.959
H 2.667 -2.036 3.142
H 2.321 -1.259 1.051
C 0.135 0.024 -0.673
O 0.984 -1.100 -0.421
H -0.244 0.024 -1.695
H -0.687 0.086 0.040
H 0.725 0.938 -0.739
H 0.788 -1.505 0.427
N -1.244 1.930 0.276
C -2.158 0.948 0.463
C -2.811 0.589 -0.748
C -2.105 1.375 -1.647
C -1.071 2.106 -1.059
H -0.531 2.179 0.946
H -2.304 0.634 1.486
H -3.725 0.024 -0.854
H -2.315 1.342 -2.705
H -0.180 2.599 -1.420
C -0.497 1.489 4.606
S -1.300 1.167 3.033
O -2.659 0.491 3.362
C -0.099 -0.094 2.374
H 0.544 1.799 4.515
H -0.441 0.544 5.147
H -1.020 2.167 5.280
H -0.404 -0.460 1.394
H -0.096 -0.886 3.123
H 0.927 0.269 2.310
C 0.019 -0.906 -3.099
S 1.442 -1.630 -4.014
O 0.883 -2.274 -5.304
C 2.120 -0.014 -4.647
H -0.576 -1.636 -2.551
H -0.687 -0.329 -3.697
H 0.430 -0.149 -2.431
H 1.374 0.480 -5.270
H 2.933 -0.234 -5.339
H 2.585 0.584 -3.863
```

Computed properties:
HOMO in eV: -8.0
Molecular weight in g/mol: 287.45
Total energy in Eh: -1547.705770
HOMO-LUMO gap in eV: 8.0